Record 1
Here is a structure of composition C13H23LaN4O2P2 at a distorted geometry from the OMol25 dataset. Energies are from wB97M-V/def2-TZVPD.

Geometry (Å):
1 La 0.433 1.213 0.474
2 P 2.246 -1.004 1.054
3 C 2.405 -1.282 -0.798
4 C 1.093 -1.496 -1.572
5 N -0.055 -0.944 -1.076
6 C -1.251 -1.206 -1.684
7 C -1.341 -2.092 -2.748
8 C -0.171 -2.651 -3.289
9 C 1.062 -2.360 -2.666
10 C -2.544 -0.625 -1.120
11 P -2.338 0.888 -0.036
12 H 1.993 -2.886 -2.915
13 H -2.351 -2.329 -3.098
14 H -0.226 -3.347 -4.130
15 H -3.256 -0.323 -1.917
16 H -3.074 -1.422 -0.567
17 H 3.088 -0.527 -1.259
18 H 2.993 -2.215 -0.834
19 H 1.397 4.063 -1.521
20 O 1.548 3.127 -1.852
21 H 2.364 3.191 -2.443
22 H -1.023 4.643 0.731
23 O -0.887 4.854 -0.230
24 H -1.209 5.784 -0.322
25 C -2.626 2.043 -1.459
26 H -3.637 1.780 -1.806
27 H -2.565 3.094 -1.149
28 H -1.914 1.853 -2.276
29 C -4.014 0.884 0.725
30 H -4.108 1.775 1.364
31 H -4.761 0.910 -0.090
32 H -4.165 -0.009 1.349
33 C 2.407 -2.767 1.604
34 H 3.388 -3.130 1.251
35 H 2.382 -2.803 2.703
36 H 1.606 -3.408 1.207
37 C 4.012 -0.516 1.295
38 H 4.156 -0.266 2.355
39 H 4.634 -1.385 1.019
40 H 4.263 0.352 0.668
41 N 0.211 0.829 2.711
42 C 0.088 0.508 3.866
43 N -0.291 0.206 5.017
44 C -0.024 -0.306 6.178
45 N 0.061 -0.701 7.286

Calculated values
total charge = +2
energy relative to the best compared isomer or geometry (same formula, charge and spin) = 0.0 kcal/mol
LUMO level = -6.896 eV
total energy = -1592.450745 a.u.
HOMO = -0.5232 Eh

Here are the Mulliken charges for atoms 1 to 8, given in e:
1 La 1.479
2 P 0.594
3 C -1.411
4 C 0.833
5 N -0.182
6 C 0.295
7 C -0.701
8 C -0.520

***

Record 2
Here is a structure of composition C13H23N3O2S at a distorted geometry from the OMol25 dataset. Energies are from wB97M-V/def2-TZVPD.

Geometry (Å):
1 C -4.814 -2.742 -0.892
2 C -3.915 -2.225 0.207
3 C -3.028 -0.940 -0.205
4 C -2.349 -0.522 0.990
5 C -1.386 0.433 0.486
6 C -2.153 1.795 0.195
7 C -1.247 2.952 0.175
8 H -0.681 3.284 0.841
9 H -1.811 3.987 -0.318
10 C -0.074 2.875 -1.115
11 C 0.941 2.209 -0.736
12 N 1.263 1.031 -1.517
13 C 2.448 0.278 -0.837
14 N 2.756 1.282 0.373
15 N 1.805 2.169 0.177
16 H 1.753 2.871 1.137
17 S 3.308 -1.130 -1.153
18 C 4.313 -1.292 0.359
19 C 4.808 -2.605 0.289
20 H 5.282 -2.940 -0.387
21 H 5.234 -2.907 1.164
22 H 3.685 -3.226 0.521
23 H 3.750 -0.804 1.194
24 C 5.542 -0.319 0.324
25 O 6.672 -0.649 -0.390
26 O 5.514 0.946 0.397
27 H 4.493 0.968 0.558
28 H 0.352 4.064 -1.366
29 H -0.664 2.499 -1.898
30 H -2.855 2.111 0.921
31 H -2.555 1.804 -0.873
32 H -0.841 0.826 1.393
33 H -0.712 0.269 -0.114
34 H -3.125 -0.235 1.743
35 H -1.884 -1.380 1.477
36 H -3.778 -0.041 -0.556
37 H -2.459 -1.336 -1.128
38 H -4.758 -1.889 1.268
39 H -3.460 -2.973 0.627
40 H -5.631 -1.838 -1.280
41 H -4.115 -3.144 -1.611
42 H -5.620 -3.515 -0.442

Calculated values
energy relative to the best compared isomer or geometry (same formula, charge and spin) = 373.5 kcal/mol
LUMO level = 0.263 eV
total energy = -1221.554802 a.u.
HOMO = -0.3181 Eh

Here are the Mulliken charges for atoms 1 to 8, given in e:
1 C -1.063
2 C -0.733
3 C -0.092
4 C -0.972
5 C -1.292
6 C -0.242
7 C -1.538
8 H 1.072

***

Record 3
Here is the molecule C13H23N3O5S at a distorted geometry from the OMol25 dataset. Energies are from wB97M-V/def2-TZVPD.

Geometry (Å):
1 C -0.469 -3.111 -3.076
2 N 0.045 -2.023 -2.226
3 C 1.220 -1.461 -2.379
4 O 2.030 -1.831 -3.230
5 C 1.597 -0.247 -1.521
6 C 1.801 1.053 -2.300
7 C 0.626 1.534 -3.201
8 C -0.614 2.154 -2.526
9 O -0.783 2.308 -1.330
10 O -1.623 2.410 -3.411
11 N 0.650 0.022 -0.378
12 C 0.546 -0.719 0.731
13 O 1.344 -1.564 1.073
14 C -0.656 -0.455 1.661
15 C -0.195 0.352 2.895
16 C 1.153 -0.025 3.608
17 S 1.583 1.280 4.834
18 C 2.661 0.395 5.952
19 N -1.827 0.238 1.004
20 C -2.464 -0.117 -0.133
21 C -3.701 0.666 -0.522
22 O -2.159 -1.056 -0.824
23 H -0.592 -2.739 -4.101
24 H 0.270 -3.917 -3.090
25 H -1.445 -3.461 -2.692
26 H -0.609 -1.674 -1.513
27 H 2.552 -0.517 -1.078
28 H 2.079 1.855 -1.615
29 H 2.662 0.900 -2.933
30 H 0.244 0.675 -3.816
31 H 1.071 2.219 -3.948
32 H -2.402 2.686 -2.926
33 H -0.079 0.716 -0.540
34 H -1.013 -1.465 1.992
35 H -0.971 0.223 3.660
36 H -0.100 1.435 2.644
37 H 1.045 -0.971 4.123
38 H 2.003 -0.106 2.927
39 H 3.547 0.132 5.373
40 H 2.187 -0.513 6.381
41 H 2.933 1.074 6.796
42 H -2.200 1.076 1.452
43 H -4.518 0.166 -0.105
44 H -3.728 0.724 -1.572
45 H -3.701 1.679 -0.121

Calculated values
energy relative to the best compared isomer or geometry (same formula, charge and spin) = 0.9 kcal/mol
SMILES string = CNC(=O)[C@@H](CCC(=O)O)NC(=O)[C@@H](CCSC)NC(C)=O
LUMO level = 0.336 eV
total energy = -1447.897452 a.u.
HOMO = -0.3135 Eh

Here are the Mulliken charges for atoms 1 to 8, given in e:
1 C -1.038
2 N 0.115
3 C 0.157
4 O -0.740
5 C 0.390
6 C -1.215
7 C -0.667
8 C 0.671

***

Record 4
Here is a structure of composition C13H23N3O8P2Re at a distorted geometry from the OMol25 dataset. Energies are from wB97M-V/def2-TZVPD.

Geometry (Å):
1 Re 0.395 0.062 0.262
2 H -1.300 -0.044 0.048
3 H -2.821 1.815 3.199
4 P 0.150 -2.094 -0.475
5 P 0.121 2.149 -0.638
6 C 1.552 3.262 -0.363
7 H 1.332 4.257 -0.771
8 H 1.771 3.325 0.712
9 H 2.428 2.841 -0.872
10 C -0.310 2.444 -2.386
11 H -1.299 2.022 -2.596
12 H -0.310 3.519 -2.603
13 H 0.433 1.942 -3.015
14 C -1.198 3.077 0.252
15 H -0.958 3.151 1.322
16 H -1.291 4.087 -0.169
17 H -2.155 2.551 0.144
18 C -0.040 -2.492 -2.262
19 H -0.033 -3.575 -2.442
20 H -0.979 -2.066 -2.634
21 H 0.789 -2.027 -2.810
22 C 1.480 -3.249 0.040
23 H 1.579 -3.229 1.132
24 H 1.261 -4.277 -0.277
25 H 2.438 -2.936 -0.394
26 C -1.327 -2.937 0.260
27 H -2.230 -2.484 -0.172
28 H -1.320 -4.018 0.057
29 H -1.344 -2.765 1.347
30 C 2.377 -0.053 0.284
31 O 3.537 -0.192 0.255
32 H 0.769 -0.044 -1.331
33 O 1.016 0.254 8.268
34 N 0.029 -0.150 7.618
35 O -0.902 -0.815 8.123
36 C -0.047 0.176 6.218
37 C 0.995 0.867 5.588
38 C 0.965 1.038 4.210
39 C -0.165 0.577 3.430
40 O -0.143 0.505 2.144
41 C -1.329 0.125 4.174
42 C -1.204 -0.198 5.524
43 N -2.581 -0.057 3.518
44 O -3.253 -1.068 3.541
45 O -2.936 0.973 2.653
46 N 2.047 1.804 3.607
47 O 2.823 2.392 4.390
48 O 2.162 1.890 2.365
49 H 1.815 1.252 6.194
50 H -2.027 -0.703 6.023

Calculated values
total charge = +2
spin multiplicity = 4
LUMO level (spin up / spin down) = -9.564 / -9.389 eV
total energy = -2035.352191 a.u.
HOMO (spin up / spin down) = -0.5353 / -0.5974 Eh

Here are the Mulliken charges for atoms 1 to 8, given in e:
1 Re 1.124
2 H 0.060
3 H 0.467
4 P 0.789
5 P 0.555
6 C -1.317
7 H 0.476
8 H 0.334